Record 1
One molecule with the formula C4H5NO, computed with ωB97M-V/def2-TZVPD.

The geometry in ORCA input format:
```
! RIJCOSX wB97M-V def2-TZVPD def2/J DEFGRID3
* xyz 0 1
C -1.82312 -0.00216 0.22729
C -0.34595 0.11920 0.08573
C 0.51433 1.11846 -0.25667
C 1.76415 0.36108 -0.20561
N 1.59068 -0.98695 0.27217
O 0.32232 -1.11128 0.34614
H -2.09743 -0.64180 1.07135
H -2.23332 0.99657 0.38741
H -2.27585 -0.41848 -0.67971
H 1.82527 -0.22071 -1.18155
H 2.75892 0.78608 -0.06655
*
```

DFT total energy   -7760.7669 eV
Gap between HOMO and LUMO (alpha / beta)   7.92 / 7.92 eV
Highest occupied orbital energy (alpha / beta)   -8.68 / -8.68 eV
Energy relative to the best compared isomer or geometry (same formula, charge and spin)   5.760 eV
LUMO energy (alpha / beta)   -0.8 / -0.8 eV

---

Record 2
C21H43N2P3RhSe as an isolated structure, computed with ωB97M-V/def2-TZVPD.

The geometry in ORCA input format:
```
! RIJCOSX wB97M-V def2-TZVPD def2/J DEFGRID3
* xyz 3 5
Rh 0.00000 0.00000 0.00000
P -1.18630 -0.61000 1.85880
P 1.23880 -1.86750 -0.54060
P -1.64830 -0.64320 -1.49380
H 1.12330 2.26980 -1.31960
C 0.16670 1.74390 -1.30000
C -0.75320 2.01790 -0.20520
H -0.45450 2.72430 0.56430
C -0.66140 -0.08900 3.56060
C -1.58420 -2.37570 2.28180
C -2.89930 0.09840 1.93260
C 2.32800 -1.84310 -2.05090
C 2.48780 -2.55300 0.65530
C 0.41640 -3.50400 -0.86910
C -2.95400 0.58600 -1.95260
C -2.77710 -2.08070 -1.18820
C -1.08830 -1.05550 -3.20890
H -0.23620 1.65720 -2.31090
H -1.81310 2.11280 -0.42410
H -0.44780 0.98400 3.56560
H 0.24370 -0.62700 3.85220
H -1.44790 -0.29920 4.29530
H -0.64910 -2.91120 2.47500
H -2.08170 -2.85840 1.43710
H -2.22850 -2.45330 3.16690
H -2.82180 1.18820 1.88480
H -3.42610 -0.19180 2.84990
H -3.48310 -0.23200 1.06970
H 2.86350 -2.79060 -2.19110
H 3.05140 -1.02920 -1.96340
H 1.71510 -1.64190 -2.93290
H 2.95850 -3.45660 0.25080
H 1.98440 -2.80340 1.59420
H 3.27060 -1.82280 0.87090
H 1.16580 -4.28000 -1.06310
H -0.24690 -3.44390 -1.73470
H -0.17820 -3.79270 0.00210
H -3.61920 0.14790 -2.70430
H -2.49830 1.49000 -2.36380
H -3.53970 0.86270 -1.07240
H -3.40770 -2.26710 -2.06480
H -3.42310 -1.86110 -0.33410
H -2.20630 -2.98170 -0.96090
H -1.94140 -1.20810 -3.87980
H -0.47800 -1.96090 -3.20480
H -0.47360 -0.23160 -3.58060
C 2.71610 2.36670 -5.48130
C 2.02160 3.21940 -4.61700
C 1.71360 4.51710 -5.02380
C 2.09230 4.97350 -6.28660
C 2.78490 4.11910 -7.14530
C 3.09810 2.82000 -6.74910
Se 3.17810 0.56560 -4.99610
H 2.56750 0.64270 -3.65850
H 1.72120 2.87620 -3.63140
H 1.17390 5.17230 -4.34570
H 1.85000 5.98490 -6.59850
H 3.08560 4.46200 -8.13140
H 3.63780 2.16360 -7.42620
C 3.71170 3.25560 2.58650
N 2.94390 2.06450 2.24460
C 2.99420 0.88080 2.86790
C 2.09450 0.04380 2.25270
N 1.48260 0.69500 1.23850
C 2.03180 1.93770 1.26350
H 3.47950 3.55920 3.62980
H 4.79660 3.04000 2.50120
H 3.45390 4.09520 1.90650
H 3.62350 0.64840 3.71680
H 1.90100 -0.95770 2.56490
H 1.78300 2.75760 0.61620
*
```

DFT total energy   -121646.4562 eV
Gap between HOMO and LUMO (alpha / beta)   5.84 / 5.42 eV
<S²>   6.03
Highest occupied orbital energy (alpha / beta)   -13.42 / -17.11 eV
Energy relative to the best compared isomer or geometry (same formula, charge and spin)   1.435 eV
LUMO energy (alpha / beta)   -7.6 / -11.7 eV

---

Record 3
One molecule with the formula C16H23NO4S, computed with ωB97M-V/def2-TZVPD.

The geometry in ORCA input format:
```
! RIJCOSX wB97M-V def2-TZVPD def2/J DEFGRID3
* xyz 0 1
C -6.34479 -1.03358 1.09509
C -5.18242 -0.32801 0.46837
C -4.41484 0.58023 1.18665
C -3.34119 1.22554 0.60112
C -3.00480 0.97231 -0.72383
C -3.76686 0.05815 -1.44541
C -4.84326 -0.57794 -0.85708
H -5.42948 -1.27966 -1.43251
H -3.52058 -0.14777 -2.47774
C -1.81595 1.62600 -1.32813
H -1.75256 2.68776 -1.10105
H -1.72943 1.46432 -2.39873
S -0.29342 0.90982 -0.59577
O 0.82801 1.38880 -1.37085
O -0.26079 1.19565 0.81266
C -0.42591 -0.90032 -0.82914
C 0.42072 -1.62071 0.20321
C 1.87264 -1.90065 -0.19099
O 2.39752 -2.95862 0.10122
N 2.50158 -0.91702 -0.85462
H 2.05412 -0.02666 -1.03910
C 3.90819 -0.99204 -1.16943
H 4.23598 -2.01622 -0.97685
H 4.05146 -0.74676 -2.22514
C 4.74809 -0.01505 -0.32425
C 4.56356 -0.21967 1.19077
H 5.42530 -0.71200 1.63585
C 4.35628 1.19870 1.72317
H 3.69831 1.23624 2.58778
C 3.75822 1.90437 0.50705
H 3.95682 2.97721 0.48324
H 2.67282 1.74486 0.45288
O 4.40545 1.33227 -0.61363
H 5.31428 1.65141 1.98239
H 3.68300 -0.83279 1.37974
H 5.79747 -0.14502 -0.62255
H -0.02174 -2.58678 0.45566
H 0.43145 -1.01360 1.11444
H -0.12217 -1.10522 -1.85170
H -1.48112 -1.12425 -0.69318
H -2.74602 1.91942 1.17366
H -4.66092 0.78750 2.21761
H -7.23925 -0.90928 0.48696
H -6.14092 -2.10140 1.17011
H -6.54288 -0.64954 2.09205
*
```

DFT total energy   -37480.9087 eV
Gap between HOMO and LUMO   9.51 eV
SMILES string   Cc1ccc(CS(=O)(=O)CCC(=O)NC[C@@H]2CCCO2)cc1
Highest occupied orbital energy   -9.01 eV
Energy relative to the best compared isomer or geometry (same formula, charge and spin)   0.526 eV
LUMO energy   0.5 eV

---

Record 4
A 2-piece molecular cluster, C5H9NO overall, computed with ωB97M-V/def2-TZVPD.

The geometry in ORCA input format:
```
! RIJCOSX wB97M-V def2-TZVPD def2/J DEFGRID3
* xyz 0 1
C -0.46680 0.96912 0.79881
C 0.22905 0.38136 -0.43487
C -0.25841 1.02360 -1.73792
C 0.02514 -2.54803 0.69026
O -0.55221 -2.31880 1.84655
C 1.68931 0.51365 -0.29876
N 2.83549 0.61809 -0.17647
H -1.54887 0.81815 0.71764
H -0.11749 0.49236 1.72002
H -0.27702 2.04490 0.87557
H -0.06762 2.10174 -1.73980
H -1.33655 0.86227 -1.83880
H 0.23832 0.58039 -2.60542
H 0.01288 -0.69790 -0.48441
H 1.10861 -2.52410 0.95821
H -1.51383 -2.31680 1.70939
*
```

DFT total energy   -8865.2344 eV
Gap between HOMO and LUMO   9.57 eV
Highest occupied orbital energy   -9.22 eV
Energy relative to the best compared isomer or geometry (same formula, charge and spin)   3.978 eV
LUMO energy   0.4 eV

---

Record 5
One molecule with the formula C4H13N3O, computed with ωB97M-V/def2-TZVPD.

The geometry in ORCA input format:
```
! RIJCOSX wB97M-V def2-TZVPD def2/J DEFGRID3
* xyz 0 1
C 0.31114 -1.40363 0.87180
N -0.92002 -1.61830 1.64629
C 0.18182 -0.46919 -0.34156
C -1.01314 -0.81529 -1.20186
O -1.06370 -2.19885 -1.55695
N 0.06083 0.92671 0.08378
C 1.11124 1.82801 -0.38940
N 0.90049 3.17386 0.04098
H 0.95952 -0.85832 1.55890
H 0.77949 -2.35529 0.65175
H -1.47185 -0.76407 1.63860
H -1.54534 -2.29284 1.21590
H 1.05790 -0.60501 -0.99312
H -1.95171 -0.44950 -0.76954
H -0.93356 -0.34073 -2.17039
H -0.97828 -2.78974 -0.80528
H 0.03197 0.95490 1.09845
H 2.09599 1.45978 -0.10264
H 1.09469 1.78896 -1.48512
H -0.07939 3.41654 0.10805
H 1.37190 3.41198 0.90135
*
```

DFT total energy   -10875.8703 eV
Gap between HOMO and LUMO   9.90 eV
SMILES string   NCN[C@@H](CN)CO
Highest occupied orbital energy   -9.03 eV
Energy relative to the best compared isomer or geometry (same formula, charge and spin)   1.807 eV
LUMO energy   0.9 eV

---

Record 6
A 2-piece molecular cluster, C2H2Br2S2 overall, computed with ωB97M-V/def2-TZVPD.

The geometry in ORCA input format:
```
! RIJCOSX wB97M-V def2-TZVPD def2/J DEFGRID3
* xyz 0 1
C 2.83157 1.19062 -0.27225
C -0.08370 0.07001 0.44662
S 3.00480 2.36888 -1.40457
S -0.40000 -0.84942 -1.04338
Br 4.18666 0.20862 0.59444
Br -0.70287 1.86708 0.57121
H 0.78744 -0.30245 1.02393
H -1.30060 0.05984 -1.16512
*
```

DFT total energy   -163857.2386 eV
Gap between HOMO and LUMO (alpha / beta)   7.88 / 6.01 eV
Highest occupied orbital energy (alpha / beta)   -8.79 / -7.71 eV
Energy relative to the best compared isomer or geometry (same formula, charge and spin)   4.043 eV
LUMO energy (alpha / beta)   -0.9 / -1.7 eV

---

Record 7
A 14-piece molecular cluster, C56H112O42 overall, computed with ωB97M-V/def2-TZVPD.

The geometry in ORCA input format:
```
! RIJCOSX wB97M-V def2-TZVPD def2/J DEFGRID3
* xyz 0 1
C 5.51283 -0.56100 -4.44041
C 4.36795 0.39049 -4.03394
O 4.78082 1.33697 -3.01980
C 4.69532 1.00242 -1.68985
O 4.44722 -0.12834 -1.26340
O 5.00713 2.05144 -1.01843
C 4.37228 2.30150 0.18635
H 5.84287 -1.34401 -3.75771
H 6.43778 -0.02401 -4.65065
H 5.21336 -1.14113 -5.31325
H 3.46522 -0.15461 -3.75824
H 4.00205 0.98747 -4.86931
H 4.28314 1.46537 0.87991
H 3.32850 2.49343 -0.06219
H 4.86316 3.15819 0.64810
C 1.57290 5.29243 -7.79383
C 3.05457 4.82231 -7.81340
O 3.58343 5.51340 -6.64243
C 3.57632 4.90619 -5.40405
O 3.03050 3.87035 -5.17321
O 4.17254 5.72389 -4.53202
C 4.35149 5.34643 -3.11646
H 0.98055 5.00474 -6.92524
H 1.00465 4.77652 -8.56781
H 1.44140 6.36200 -7.95764
H 3.52809 5.21510 -8.71316
H 3.06354 3.73442 -7.88069
H 3.51412 4.81933 -2.65921
H 4.52671 6.18466 -2.44210
H 5.16870 4.63945 -2.97348
C 0.41084 4.62267 1.42828
C -0.45766 5.84871 0.96212
O 0.33398 7.00605 0.75943
C 0.62911 7.48719 -0.50658
O 0.46493 6.89622 -1.55107
O 1.20401 8.68668 -0.37993
C 1.77169 9.25172 -1.55611
H 1.18993 4.52424 0.67235
H 0.02498 3.62296 1.62777
H 0.90036 4.91677 2.35670
H -1.19180 6.13556 1.71501
H -0.97933 5.64955 0.02602
H 0.97481 9.28516 -2.29906
H 2.73925 8.87509 -1.88791
H 2.10073 10.26787 -1.33869
C -5.76981 -6.27518 5.38740
C -5.10363 -5.22332 4.63502
O -6.08293 -4.20605 4.20674
C -5.82112 -3.43170 3.12734
O -4.77862 -3.48305 2.44250
O -6.80597 -2.52408 2.97231
C -6.68596 -1.44657 2.10728
H -6.27554 -5.88272 6.26962
H -5.05541 -6.99820 5.78108
H -6.51800 -6.82389 4.81535
H -4.59146 -5.61928 3.75811
H -4.46045 -4.65441 5.30641
H -6.33454 -1.68800 1.10412
H -6.00623 -0.65563 2.42426
H -7.68503 -1.01295 2.06327
C -3.78980 0.34332 -2.64735
C -4.19000 0.47862 -1.14581
O -3.43331 1.52497 -0.50159
C -3.88344 2.28332 0.56959
O -5.02449 2.19339 0.96952
O -2.87988 2.98011 1.10915
C -3.08304 3.93943 2.13965
H -2.87497 0.86980 -2.91941
H -4.55289 0.93702 -3.15065
H -3.94873 -0.63887 -3.09246
H -4.06321 -0.50848 -0.70122
H -5.25526 0.69778 -1.21861
H -2.12695 4.22063 2.58116
H -3.80825 3.67283 2.90847
H -3.47428 4.80064 1.59802
C 6.20857 -3.35550 1.69974
C 5.73892 -3.14304 0.27431
O 5.12319 -4.33441 -0.12711
C 4.35658 -4.50544 -1.25976
O 3.84351 -5.58479 -1.52038
O 4.29994 -3.42702 -2.04710
C 3.28826 -3.34981 -3.05761
H 6.85894 -4.21870 1.84119
H 5.40055 -3.48853 2.41911
H 6.61732 -2.42554 2.09496
H 6.54579 -2.87022 -0.40586
H 4.94182 -2.40001 0.24869
H 3.41094 -2.57087 -3.81014
H 2.29653 -3.31933 -2.60635
H 3.33800 -4.20041 -3.73741
C -0.57207 -0.52488 7.31740
C -1.21030 0.82363 7.59301
O -2.11687 1.14382 6.57513
C -2.73142 2.30176 6.56918
O -2.65332 3.15608 7.47432
O -3.65814 2.38537 5.55549
C -3.67062 1.54220 4.40701
H -1.45685 -1.14558 7.17598
H -0.01161 -1.05046 8.09053
H -0.01360 -0.58182 6.38308
H -0.36339 1.49857 7.71671
H -1.81903 0.70059 8.48878
H -3.81726 0.47607 4.58014
H -2.73271 1.51777 3.85220
H -4.52041 1.84834 3.79691
C -1.31484 4.72712 -4.42711
C -1.70538 5.09803 -3.01973
O -2.88328 4.53798 -2.63253
C -3.63432 5.00888 -1.59218
O -3.28269 5.86123 -0.83015
O -4.83415 4.35518 -1.56589
C -5.81851 4.74485 -0.69620
H -0.85605 5.57278 -4.93944
H -2.21845 4.52334 -5.00162
H -0.65975 3.85861 -4.49534
H -1.64683 6.17472 -2.86030
H -0.91371 4.80803 -2.32890
H -6.65229 5.17519 -1.25093
H -5.49892 5.32229 0.17129
H -6.28603 3.86572 -0.25275
C 0.60875 1.84004 -2.07312
C 0.22646 0.34844 -2.03982
O -0.29834 -0.01003 -0.75924
C -0.67042 -1.29607 -0.56566
O -0.60896 -2.27358 -1.39803
O -1.09660 -1.45655 0.68803
C -1.60605 -2.67639 1.05194
H 0.97396 2.17200 -1.10125
H -0.31542 2.38247 -2.27257
H 1.28428 2.02257 -2.90885
H 1.18797 -0.15390 -2.14590
H -0.33543 -0.05003 -2.88456
H -1.52754 -2.84602 2.12580
H -1.09565 -3.54050 0.62660
H -2.65294 -2.74348 0.75594
C 3.59701 3.67047 5.29320
C 2.56914 2.77192 6.09513
O 2.10214 1.75588 5.16903
C 1.01951 2.01420 4.41291
O 0.35061 3.04114 4.36807
O 0.88160 0.91072 3.59704
C -0.18068 0.84223 2.64412
H 4.07778 4.35731 5.98978
H 3.13956 4.12561 4.41475
H 4.28358 2.95273 4.84425
H 1.80023 3.32071 6.63894
H 3.21645 2.28892 6.82710
H 0.07995 0.62064 1.60919
H -0.74520 1.76986 2.54969
H -0.94332 0.11393 2.91991
C 3.07450 -7.53554 2.52057
C 2.41561 -7.03389 1.24696
O 1.41825 -6.13330 1.65133
C 0.16159 -6.64716 1.84082
O -0.15953 -7.83299 1.83720
O -0.64952 -5.66873 2.19227
C -1.99195 -5.96646 2.57744
H 3.57553 -6.76120 3.10148
H 3.75297 -8.36409 2.31736
H 2.26051 -7.97113 3.10003
H 2.04016 -7.80512 0.57439
H 3.09907 -6.44385 0.63636
H -2.62833 -5.13200 2.28280
H -1.98052 -5.98517 3.66722
H -2.34651 -6.86576 2.07381
C -5.06761 -3.46355 -2.45902
C -4.56618 -4.90599 -2.71120
O -3.21426 -4.96119 -3.07586
C -2.29795 -5.11994 -2.03964
O -2.50622 -5.03052 -0.80446
O -1.15789 -5.43339 -2.65342
C 0.04137 -5.62384 -1.90757
H -6.05316 -3.56108 -2.00375
H -5.13666 -2.85275 -3.35915
H -4.47515 -2.88429 -1.75081
H -5.11513 -5.28363 -3.57383
H -4.81118 -5.57549 -1.88667
H 0.17653 -4.72722 -1.30268
H 0.93683 -5.79160 -2.50599
H -0.15627 -6.49547 -1.28362
C 3.09015 -1.52528 1.88373
C 3.13469 -1.54342 3.37879
O 2.02868 -2.35208 3.74759
C 1.81746 -2.77668 5.02158
O 2.61746 -2.68681 5.98089
O 0.48977 -3.31662 5.00258
C 0.08760 -4.19138 6.06685
H 2.16048 -1.06811 1.54491
H 3.13105 -2.53721 1.48071
H 3.91652 -0.97133 1.43837
H 3.04740 -0.56007 3.84084
H 4.12760 -1.90281 3.64911
H -0.84217 -4.74146 5.92176
H -0.04121 -3.65905 7.00926
H 0.86710 -4.93399 6.23714
C 0.95302 1.45423 -7.70342
C 1.49614 1.15952 -6.29857
O 0.58412 0.23531 -5.60546
C 0.57110 -1.12787 -5.70631
O 1.38562 -1.84111 -6.28051
O -0.49400 -1.51640 -5.01942
C -0.93752 -2.88370 -5.03453
H 0.18516 2.22751 -7.72575
H 0.55278 0.51862 -8.09397
H 1.77799 1.74719 -8.35281
H 1.50023 2.09704 -5.74258
H 2.44540 0.62388 -6.30970
H -0.24085 -3.61988 -4.63356
H -1.15645 -3.29354 -6.02053
H -1.87440 -2.95650 -4.48220
*
```

DFT total energy   -145880.1755 eV
Gap between HOMO and LUMO   10.68 eV
Highest occupied orbital energy   -10.32 eV
Energy relative to the best compared isomer or geometry (same formula, charge and spin)   3.960 eV
LUMO energy   0.4 eV